C2H2O2 | wB97M-V/def2-TZVPD

SMILES: O1[C@H]2O[C@@H]12
ΔE to the lowest compared entry with this formula, charge and spin in eV: 3.4866
LUMO in Ha: 0.039
Orbital gap in eV: 10.5
HOMO in hartree: -0.347
E in eV: -6196.568

Cartesian coordinates (Å):
O: -0.485 -0.438 0.943
C: -0.308 -0.413 -0.462
O: 1.124 -0.363 -0.496
C: 0.273 0.549 0.325
H: -1.013 -0.851 -1.101
H: 0.409 1.516 0.791

=====

C30H24F12N2O6ReS | wB97M-V/def2-TZVPD

ΔE to the lowest compared entry with this formula, charge and spin in eV: 0.8436
Expectation value of S²: 3.7656
2S+1: 4
LUMO (alpha / beta) in Ha: -0.040 / -0.032
Orbital gap (alpha / beta) in eV: 6.5 / 7.0
HOMO (alpha / beta) in hartree: -0.278 / -0.290
E in eV: -92342.002

Cartesian coordinates (Å):
Re: 1.017 -0.222 0.423
C: -5.089 -2.826 -1.128
C: -3.657 -2.395 -1.154
C: -3.173 -1.588 -2.177
C: -1.853 -1.198 -2.203
C: -0.962 -1.586 -1.195
N: 0.369 -1.156 -1.237
C: 1.088 -1.495 -2.359
C: 0.673 -2.583 -3.155
C: 1.405 -3.028 -4.230
C: 2.593 -2.400 -4.592
C: 3.412 -2.885 -5.743
C: 3.012 -1.318 -3.828
C: 2.304 -0.871 -2.723
C: 2.801 0.361 -1.973
O: 2.499 0.403 -0.643
C: 4.353 0.508 -1.995
F: 4.948 -0.656 -1.733
F: 4.748 1.370 -1.065
F: 4.872 0.949 -3.151
C: 2.171 1.593 -2.701
F: 2.485 1.623 -4.008
F: 2.554 2.756 -2.190
F: 0.838 1.535 -2.653
C: -1.452 -2.384 -0.143
C: -2.781 -2.785 -0.148
C: -0.485 -2.792 0.965
O: 0.321 -1.763 1.399
C: 0.427 -3.960 0.482
F: -0.263 -4.893 -0.187
F: 1.377 -3.512 -0.339
F: 1.044 -4.577 1.486
C: -1.211 -3.281 2.247
F: -0.389 -3.349 3.288
F: -1.778 -4.486 2.127
F: -2.182 -2.424 2.600
H: -5.482 -2.907 -2.138
H: -5.692 -2.094 -0.590
H: -5.195 -3.787 -0.630
H: -3.843 -1.267 -2.962
H: -1.482 -0.577 -3.002
H: -0.234 -3.106 -2.890
H: 1.054 -3.878 -4.795
H: 2.790 -3.381 -6.483
H: 4.151 -3.604 -5.390
H: 3.945 -2.063 -6.213
H: 3.918 -0.818 -4.127
H: -3.169 -3.415 0.636
C: -0.487 6.438 5.000
C: -0.566 5.479 3.855
C: -1.795 5.165 3.280
C: -1.879 4.219 2.276
C: -0.721 3.593 1.842
C: 0.521 3.942 2.341
C: 0.589 4.883 3.354
S: -0.897 2.303 0.635
O: -2.033 2.570 -0.197
O: 0.358 2.056 -0.041
N: -1.301 0.827 1.443
C: -1.488 0.783 2.897
C: -0.282 0.198 3.635
C: 0.980 1.017 3.271
O: 1.354 1.894 4.023
O: 1.501 0.710 2.154
H: -1.464 6.860 5.224
H: 0.206 7.248 4.778
H: -0.119 5.923 5.887
H: -2.693 5.654 3.630
H: -2.820 3.961 1.816
H: 1.411 3.474 1.952
H: 1.548 5.137 3.778
H: -2.123 0.489 0.957
H: -2.362 0.163 3.103
H: -1.675 1.797 3.270
H: -0.111 -0.837 3.348
H: -0.447 0.266 4.709

=====

C42H35EuF6N8O13PS3 | wB97M-V/def2-TZVPD

Total charge: -1
Expectation value of S²: 12.0517
2S+1: 7
LUMO (alpha / beta) in Ha: 0.046 / 0.062
Orbital gap (alpha / beta) in eV: 6.8 / 7.2
HOMO (alpha / beta) in hartree: -0.203 / -0.203
E in eV: -160092.169

Cartesian coordinates (Å):
Eu: -1.404 0.597 -0.125
C: -3.614 -1.845 3.621
O: -2.524 -0.946 3.842
C: -1.826 -0.532 2.796
O: -1.968 -0.924 1.640
N: -0.854 0.326 3.195
N: -0.078 1.004 2.228
H: -4.096 -1.936 4.593
H: -3.249 -2.817 3.280
H: -4.302 -1.425 2.884
H: -0.953 0.723 4.126
H: 0.899 0.996 2.519
H: -0.370 2.015 2.150
O: -1.303 2.673 -0.869
C: -0.135 2.525 -0.440
C: 0.979 3.422 -0.769
C: 1.020 4.803 -0.549
C: 2.228 5.473 -0.591
C: 3.404 4.790 -0.876
C: 3.379 3.426 -1.122
C: 2.183 2.737 -1.039
P: 1.935 0.933 -1.270
C: 3.656 0.386 -0.889
C: 4.727 0.401 -1.778
C: 5.994 0.058 -1.341
C: 6.213 -0.300 -0.020
C: 5.151 -0.324 0.870
C: 3.885 0.018 0.433
C: 2.031 0.810 -3.096
C: 1.770 1.880 -3.944
C: 1.806 1.708 -5.316
C: 2.095 0.469 -5.860
C: 2.352 -0.605 -5.023
C: 2.317 -0.437 -3.653
H: 0.100 5.323 -0.325
H: 2.260 6.539 -0.410
H: 4.345 5.319 -0.894
H: 4.300 2.905 -1.344
H: 4.576 0.684 -2.811
H: 6.818 0.077 -2.041
H: 7.206 -0.566 0.314
H: 5.311 -0.609 1.899
H: 3.043 0.005 1.111
H: 1.543 2.848 -3.522
H: 1.610 2.551 -5.963
H: 2.124 0.341 -6.932
H: 2.581 -1.574 -5.443
H: 2.527 -1.269 -2.995
F: -6.331 1.631 -0.501
C: -6.165 0.328 -0.722
F: -7.131 -0.318 -0.073
F: -6.354 0.113 -2.026
S: -4.451 -0.216 -0.125
O: -3.554 0.643 -0.844
O: -4.583 -0.090 1.284
N: -4.389 -1.719 -0.593
S: -3.111 -2.224 -1.335
O: -1.950 -1.373 -1.230
O: -2.889 -3.623 -1.242
C: -3.661 -1.958 -3.130
F: -3.818 -0.646 -3.337
F: -2.771 -2.396 -4.033
F: -4.820 -2.560 -3.384
O: -4.677 1.733 3.362
C: -4.444 3.052 3.464
C: -5.243 3.799 4.333
C: -5.051 5.157 4.474
C: -4.054 5.804 3.756
C: -3.232 5.071 2.926
C: -3.407 3.699 2.776
C: -2.395 2.925 2.002
O: -1.232 3.385 1.967
O: -2.708 1.791 1.521
H: -4.167 1.369 2.608
H: -6.021 3.294 4.884
H: -5.676 5.721 5.153
H: -3.911 6.869 3.859
H: -2.424 5.532 2.379
O: 2.561 -5.436 5.462
S: 3.436 -6.493 4.982
O: 4.859 -6.232 5.167
O: 2.996 -7.839 5.302
C: 3.350 -6.373 3.151
N: 4.085 -7.211 2.432
C: 4.183 -6.964 1.141
C: 3.591 -5.858 0.536
C: 2.801 -5.064 1.365
N: 2.683 -5.351 2.662
C: 2.064 -3.866 0.942
C: 1.596 -3.609 -0.345
C: 0.896 -2.438 -0.584
N: 0.631 -1.509 0.335
C: 1.070 -1.782 1.569
C: 1.767 -2.918 1.919
H: 4.775 -7.673 0.568
H: 3.758 -5.619 -0.504
H: 1.760 -4.318 -1.142
H: 0.524 -2.238 -1.580
H: 0.860 -1.055 2.333
H: 2.079 -3.116 2.932
N: -0.760 -0.307 -3.538
C: -1.093 -0.073 -4.818
C: -1.640 1.188 -4.858
C: -1.601 1.636 -3.533
N: -1.065 0.720 -2.741
H: -0.377 -1.153 -3.142
H: -0.921 -0.796 -5.590
H: -2.013 1.716 -5.710
H: -1.930 2.577 -3.135

=====

- Which of these has the highest E?
  C2H2O2